(1)
BCdH10O7P as an isolated structure at a distorted geometry. Source: OMol25; level of theory: the ωB97M-V functional and the def2-TZVPD basis.

```
20
Properties=species:S:1:pos:R:3:mulliken_charge:R:1
Cd 0.06 -0.06 0.03 0.36
P -1.42 -1.51 1.59 0.81
O -2.31 -0.97 2.76 -0.94
O -1.93 -2.93 1.29 -0.85
O 0.13 -1.31 1.66 -0.69
O -1.86 -0.32 0.60 -0.83
B 2.22 0.17 -0.46 0.52
H 1.88 -0.78 0.07 -0.06
H 3.36 0.11 -0.70 -0.26
H 1.59 0.28 -1.40 -0.23
H 2.01 1.07 0.20 -0.30
O -0.78 1.39 -1.52 -0.25
H -0.30 2.21 -1.72 0.23
H -1.72 1.62 -1.52 0.22
O -0.02 1.71 1.46 -0.40
H -0.68 1.81 2.17 0.26
H 0.36 2.59 1.33 0.22
O -0.06 -1.48 -1.65 -0.28
H -0.21 -1.16 -2.54 0.22
H -0.32 -2.41 -1.65 0.24
```

Calculated values
Charge: -2
DFT total energy in eV: -29022.991
Molecular weight in g mol⁻¹: 276.27
Maximum force in eV Å⁻¹: 5.59
LUMO level in eV: 4.94

---

(2)
BCdH24O14P as an isolated structure at a distorted geometry. Source: OMol25; level of theory: the ωB97M-V functional and the def2-TZVPD basis.

```
41
Properties=species:S:1:pos:R:3:mulliken_charge:R:1
Cd 5.56 -24.78 -6.55 0.03
P 5.01 -27.23 -6.81 0.78
O 5.93 -28.23 -6.15 -0.87
O 3.82 -28.17 -6.94 -0.84
O 5.38 -26.30 -7.91 -0.82
O 4.95 -26.35 -5.55 -0.71
B 7.83 -24.96 -6.36 1.44
H 7.57 -23.97 -6.71 -0.27
H 7.28 -25.18 -5.47 -0.27
H 7.61 -25.70 -7.11 -0.16
H 8.84 -24.94 -5.99 -0.35
O 5.76 -23.51 -4.67 -0.08
H 6.29 -22.73 -4.50 0.12
H 5.10 -23.49 -3.98 0.14
O 9.55 -23.25 -7.91 -0.67
H 9.65 -22.53 -7.29 0.30
H 9.02 -23.90 -7.46 0.19
O 9.06 -26.82 -8.64 -0.78
H 8.37 -27.15 -9.22 0.50
H 8.60 -26.27 -8.01 -0.16
O 7.40 -21.07 -7.14 -0.54
H 8.29 -21.02 -6.79 0.24
H 6.97 -20.28 -6.82 0.28
O 6.80 -27.68 -9.83 -0.75
H 6.81 -27.02 -10.52 0.30
H 6.20 -27.33 -9.17 0.40
O 8.60 -28.84 -6.14 -0.69
H 7.76 -28.41 -6.29 0.44
H 9.26 -28.16 -6.28 0.29
O 7.27 -26.80 -3.73 -0.48
H 7.73 -26.62 -2.91 0.23
H 7.71 -26.25 -4.38 0.49
O 9.07 -23.65 -4.17 -0.66
H 8.44 -22.95 -3.98 0.20
H 8.79 -24.01 -5.01 0.51
O 10.68 -25.98 -5.07 -0.67
H 9.80 -26.02 -5.45 0.36
H 10.59 -25.35 -4.35 0.35
O 5.65 -23.17 -7.87 -0.25
H 6.06 -22.35 -7.61 0.20
H 5.36 -23.03 -8.77 0.23
```

Calculated values
Charge: -2
DFT total energy in eV: -43581.246
Molecular weight in g mol⁻¹: 402.38
Maximum force in eV Å⁻¹: 9.80
LUMO level in eV: 3.22

---

(3)
A 8-piece molecular cluster, BF4H14O7 overall at a distorted geometry. Source: OMol25; level of theory: the ωB97M-V functional and the def2-TZVPD basis.

```
26
Properties=species:S:1:pos:R:3:mulliken_charge:R:1
B 0.39 -0.94 -0.87 0.52
F -0.68 -0.42 -0.18 -0.42
F 1.52 -0.46 -0.33 -0.44
F 0.32 -2.21 -0.65 -0.20
F 0.20 -0.62 -2.18 -0.46
O 3.02 -0.52 2.03 -0.65
H 3.13 -1.42 2.23 0.24
H 2.59 -0.46 1.19 0.50
O -2.64 -1.59 -1.51 -0.66
H -1.93 -1.66 -0.87 0.37
H -2.08 -1.65 -2.30 0.33
O 0.30 -2.00 2.41 -0.63
H 1.06 -2.61 2.59 0.27
H 0.01 -2.04 1.48 0.33
O -0.45 1.86 -3.20 -0.73
H -0.16 0.93 -3.04 0.41
H -1.15 1.99 -2.52 0.39
O -1.17 0.92 2.05 -0.74
H -0.51 1.55 1.80 0.41
H -0.84 0.18 1.63 0.24
O -1.73 2.06 -0.81 -0.73
H -1.30 1.20 -0.65 0.39
H -1.46 2.66 -0.16 0.32
O 0.87 1.87 0.85 -0.62
H 0.95 1.18 0.19 0.26
H 1.75 2.22 0.82 0.28
```

Calculated values
Charge: -1
DFT total energy in eV: -26115.003
Molecular weight in g mol⁻¹: 212.91
Maximum force in eV Å⁻¹: 5.65
LUMO level in eV: 2.91

---

(4)
A 12-piece molecular cluster, BF4H22O11 overall at a distorted geometry. Source: OMol25; level of theory: the ωB97M-V functional and the def2-TZVPD basis.

```
38
Properties=species:S:1:pos:R:3:mulliken_charge:R:1
B -0.53 1.12 -0.66 0.42
F -1.34 2.09 -0.12 -0.53
F 0.52 0.89 0.27 -0.42
F -1.18 -0.04 -0.83 0.07
F 0.01 1.44 -1.87 -0.38
O -0.51 -3.14 -1.01 -0.76
H -1.40 -3.03 -0.62 0.41
H 0.09 -2.53 -0.56 0.35
O -3.25 0.42 1.03 -0.68
H -2.99 0.25 1.92 0.35
H -2.63 0.95 0.57 0.37
O -1.33 -1.72 1.61 -0.74
H -1.79 -1.26 0.89 0.18
H -0.41 -1.48 1.41 0.41
O 1.19 -1.45 1.01 -0.80
H 0.98 -0.56 0.70 0.44
H 1.88 -1.78 0.51 0.32
O 1.49 -0.56 -2.98 -0.75
H 1.44 -1.17 -2.29 0.30
H 1.20 0.18 -2.49 0.43
O 0.84 3.63 1.60 -0.73
H 1.54 3.07 1.82 0.37
H 0.41 3.09 0.93 0.27
O 2.92 1.64 1.71 -0.60
H 3.68 1.93 1.27 0.25
H 3.18 0.82 2.05 0.29
O 3.53 0.41 -0.73 -0.61
H 4.39 0.71 -0.48 0.25
H 2.93 0.66 -0.04 0.43
O -1.54 2.06 3.22 -0.61
H -0.61 1.89 3.16 0.30
H -1.77 2.71 2.58 0.31
O -3.09 -2.07 -0.99 -0.68
H -2.67 -1.21 -1.03 0.42
H -3.32 -2.27 -1.87 0.31
O -0.78 -2.06 -3.52 -0.71
H -0.87 -2.31 -2.59 0.35
H -0.21 -1.32 -3.54 0.40
```

Calculated values
Charge: -1
DFT total energy in eV: -34435.747
Molecular weight in g mol⁻¹: 284.97
Maximum force in eV Å⁻¹: 2.90
LUMO level in eV: 1.99